This record from the Open Molecules 2025 dataset describes C24H26IrN3O4STe4 as an isolated structure. The level of theory is wB97M-V/def2-TZVPD.

Multiplicity   1
Electronic energy   -2970.07831 Eh
Net charge   -2

Geometry (Å):
Ir  0.94  -0.43  -0.18
C  -2.70  7.33  -2.06
C  -2.34  6.15  -1.20
C  -1.44  6.30  -0.14
C  -1.09  5.22  0.65
C  -1.62  3.96  0.37
C  -2.55  3.80  -0.65
C  -2.89  4.90  -1.43
S  -1.32  2.61  1.47
O  -1.87  1.43  0.84
O  -1.87  2.99  2.76
N  0.30  2.66  1.58
C  0.83  1.95  2.78
C  0.71  0.41  2.73
O  -0.05  -0.17  3.49
O  1.52  -0.15  1.88
H  -1.84  7.98  -2.21
H  -3.50  7.92  -1.60
H  -3.05  7.00  -3.04
H  -1.00  7.27  0.05
H  -0.38  5.32  1.45
H  -2.95  2.82  -0.84
H  -3.59  4.77  -2.25
H  0.35  2.35  3.67
H  1.90  2.18  2.81
C  3.14  -4.68  -1.18
C  3.26  -3.67  -0.03
C  2.26  -3.88  1.07
C  2.57  -4.65  2.18
C  1.67  -4.80  3.22
C  0.44  -4.16  3.16
C  0.09  -3.38  2.06
C  -1.24  -2.66  2.02
C  -2.35  -3.53  1.43
C  1.00  -3.28  1.00
N  0.67  -2.48  -0.12
C  0.09  -2.99  -1.16
C  -0.14  -2.12  -2.25
C  -0.72  -2.23  -3.52
C  -0.61  -0.96  -4.09
C  0.03  -0.14  -3.14
N  0.32  -0.84  -2.04
H  3.89  -4.49  -1.95
H  2.16  -4.62  -1.65
H  3.27  -5.70  -0.81
H  3.15  -2.66  -0.42
H  4.27  -3.74  0.40
H  3.55  -5.11  2.24
H  1.93  -5.39  4.09
H  -0.26  -4.23  3.99
H  -1.13  -1.74  1.44
H  -1.49  -2.35  3.03
H  -2.13  -3.80  0.40
H  -3.30  -2.98  1.43
H  -2.48  -4.45  2.00
H  -0.18  -4.05  -1.18
H  -1.17  -3.11  -3.95
H  -0.93  -0.65  -5.07
H  0.33  0.90  -3.23
Te  3.40  2.94  -2.78
Te  3.77  3.50  -5.38
Te  0.82  3.73  -2.07
Te  1.55  1.96  -0.09

In the natural (NBO) picture, each atom carries the following charge in e: atom 1 (Ir): 0.153, atom 2 (C): -0.626, atom 3 (C): -0.011, atom 4 (C): -0.242, atom 5 (C): -0.100, atom 6 (C): -0.355, atom 7 (C): -0.178, atom 8 (C): -0.216, atom 9 (S): 2.318, atom 10 (O): -0.941, atom 11 (O): -0.966, atom 12 (N): -0.977, atom 13 (C): -0.360, atom 14 (C): 0.781, atom 15 (O): -0.663, atom 16 (O): -0.798, atom 17 (H): 0.216, atom 18 (H): 0.207, atom 19 (H): 0.213, atom 20 (H): 0.201, atom 21 (H): 0.226, atom 22 (H): 0.251, atom 23 (H): 0.203, atom 24 (H): 0.223, atom 25 (H): 0.206, atom 26 (C): -0.591, atom 27 (C): -0.430, atom 28 (C): -0.042, atom 29 (C): -0.220, atom 30 (C): -0.231, atom 31 (C): -0.208, atom 32 (C): -0.013, atom 33 (C): -0.428, atom 34 (C): -0.594, atom 35 (C): 0.225, atom 36 (N): -0.539, atom 37 (C): 0.106, atom 38 (C): 0.013, atom 39 (C): -0.281, atom 40 (C): -0.346, atom 41 (C): -0.021, atom 42 (N): -0.436, atom 43 (H): 0.202, atom 44 (H): 0.207, atom 45 (H): 0.186, atom 46 (H): 0.251, atom 47 (H): 0.194, atom 48 (H): 0.192, atom 49 (H): 0.192, atom 50 (H): 0.198, atom 51 (H): 0.251, atom 52 (H): 0.225, atom 53 (H): 0.197, atom 54 (H): 0.204, atom 55 (H): 0.184, atom 56 (H): 0.181, atom 57 (H): 0.195, atom 58 (H): 0.202, atom 59 (H): 0.215, atom 60 (Te): -0.108, atom 61 (Te): -0.674, atom 62 (Te): -0.184, atom 63 (Te): 0.757